A structure of composition CH3FO2 in a non-equilibrium geometry, computed with the ωB97M-V functional and the def2-TZVPD basis.

ΔE to the lowest compared entry with this formula, charge and spin = 26.9 kcal/mol
E = -290.21275 Ha
Total charge = 0
Spin multiplicity = 1

Each line ends with the Löwdin charge.
Cartesian coordinates (Å):
C  -0.172  -0.015  -0.411  -0.39
O  0.344  -1.203  -0.017  0.06
O  0.482  1.053  0.020  0.11
F  -1.735  -0.031  0.178  -0.19
H  -0.240  -0.166  -1.516  0.17
H  0.768  -0.924  0.822  0.12
H  0.552  1.286  0.924  0.11

A cluster of 2 separate species, CH3FO2 in total in a non-equilibrium geometry, computed with the ωB97M-V functional and the def2-TZVPD basis.

ΔE to the lowest compared entry with this formula, charge and spin = 135.0 kcal/mol
E = -290.04051 Ha
Total charge = 0
Spin multiplicity = 1

Each line ends with the Löwdin charge.
Cartesian coordinates (Å):
C  0.445  -0.347  -0.343  0.09
O  -0.947  1.296  -0.415  -0.01
O  -0.275  0.359  -1.189  -0.07
F  -1.258  -0.925  0.923  -0.45
H  0.832  -1.377  -0.588  0.13
H  1.090  0.217  0.531  0.18
H  -1.592  0.778  0.149  0.11

A cluster of 2 separate species, CH3FOS in total in a non-equilibrium geometry, computed with the ωB97M-V functional and the def2-TZVPD basis.

ΔE to the lowest compared entry with this formula, charge and spin = 43.2 kcal/mol
E = -613.11157 Ha
Total charge = 0
Spin multiplicity = 1

Each line ends with the Löwdin charge.
Cartesian coordinates (Å):
C  -2.154  -0.401  -0.014  -0.16
O  -1.009  -0.867  -0.483  -0.01
F  -1.879  0.451  0.918  0.03
S  1.880  0.070  0.200  0.63
H  1.463  1.245  0.458  -0.22
H  -0.221  -0.679  0.014  -0.06
H  1.921  0.182  -1.093  -0.19

A cluster of 2 separate species, CH3FP2 in total, computed with the ωB97M-V functional and the def2-TZVPD basis.

ΔE to the lowest compared entry with this formula, charge and spin = 90.2 kcal/mol
E = -822.28103 Ha
Total charge = 0
Spin multiplicity = 1

Each line ends with the Löwdin charge.
Cartesian coordinates (Å):
C  0.044  -0.971  1.024  -0.61
F  0.275  -2.257  1.141  -0.05
P  -0.676  0.093  2.050  0.75
P  0.858  0.296  -1.892  0.58
H  -0.599  1.219  1.209  -0.17
H  -0.473  0.083  -2.239  -0.26
H  0.571  1.537  -1.293  -0.25

A structure of composition CH3HgN6O2 in a non-equilibrium geometry, computed with the ωB97M-V functional and the def2-TZVPD basis.

E = -672.13315 Ha
Total charge = 0
Expectation value of S² = 0.761
Spin multiplicity = 2

Each line ends with the Mulliken spin population.
Cartesian coordinates (Å):
Hg  0.982  -1.786  -3.469  0.15
N  0.022  -0.110  3.471  0.00
N  0.008  0.007  2.108  0.00
N  -0.440  -0.900  1.218  0.00
C  -0.294  -0.251  0.025  0.00
N  0.013  1.043  0.193  0.00
N  0.231  1.213  1.512  0.00
H  0.056  -1.066  3.754  0.00
H  0.683  0.515  3.922  0.00
H  -0.571  -0.675  -0.954  0.00
O  -1.037  0.090  -3.414  0.23
N  -0.462  0.894  -4.124  0.31
O  0.811  1.025  -4.241  0.30

A cluster of 2 separate species, CH3I2N2 in total in a non-equilibrium geometry, computed with the ωB97M-V functional and the def2-TZVPD basis.

ΔE to the lowest compared entry with this formula, charge and spin = 0.2 kcal/mol
E = -744.52364 Ha
Total charge = +1
Spin multiplicity = 1

Each line ends with the Löwdin charge.
Cartesian coordinates (Å):
C  0.446  0.541  0.894  -0.16
N  1.035  0.559  -0.212  0.22
N  -0.145  0.593  1.891  0.37
I  -2.041  -2.665  -1.249  0.10
I  -1.287  -0.561  -2.717  0.17
H  1.999  0.869  -0.302  0.17
H  0.508  0.350  -1.084  -0.02
H  -0.516  0.313  2.779  0.15

The molecule CH3I2NS in a non-equilibrium geometry, computed with the ωB97M-V functional and the def2-TZVPD basis.

ΔE to the lowest compared entry with this formula, charge and spin = 8.1 kcal/mol
E = -1088.17035 Ha
Total charge = 0
Spin multiplicity = 1

Each line ends with the Löwdin charge.
Cartesian coordinates (Å):
C  -0.747  0.450  1.031  -0.20
N  0.276  -0.481  0.704  -0.53
S  1.074  -0.948  -0.609  -0.01
I  -0.262  -1.734  -2.597  0.25
I  2.495  0.742  -1.810  0.24
H  -0.236  1.348  1.471  0.10
H  -1.361  -0.147  1.691  0.08
H  -1.240  0.771  0.119  0.07

A cluster of 2 separate species, CH3I2O2P in total in a non-equilibrium geometry, computed with the ωB97M-V functional and the def2-TZVPD basis.

ΔE to the lowest compared entry with this formula, charge and spin = 88.1 kcal/mol
E = -1127.05303 Ha
Total charge = 0
Spin multiplicity = 1

Each line ends with the Löwdin charge.
Cartesian coordinates (Å):
C  -0.228  -0.366  0.062  -0.17
O  -2.687  -1.603  1.625  -1.09
O  0.455  -2.369  1.901  -0.40
P  -0.296  -1.161  1.786  0.37
I  -2.839  -3.284  0.675  0.75
I  -0.271  0.520  3.633  0.48
H  -0.747  0.490  0.335  0.00
H  0.741  -0.247  -0.360  0.05
H  -0.666  -1.087  -0.549  0.00

A cluster of 2 separate species, CH3I3P in total in a non-equilibrium geometry, computed with the ωB97M-V functional and the def2-TZVPD basis.

ΔE to the lowest compared entry with this formula, charge and spin = 66.0 kcal/mol
E = -1273.99551 Ha
Total charge = +1
Spin multiplicity = 1

Each line ends with the Löwdin charge.
Cartesian coordinates (Å):
C  -0.270  -0.916  0.096  -0.48
P  0.271  0.713  -0.352  -0.01
I  0.675  1.962  3.273  0.38
I  2.017  0.100  -2.064  0.48
I  -1.498  1.903  -1.511  0.51
H  0.528  -1.548  0.479  0.06
H  -0.643  -1.394  -0.734  0.01
H  -1.080  -0.817  0.815  0.05

A structure of composition CH3IN2O in a non-equilibrium geometry, computed with the ωB97M-V functional and the def2-TZVPD basis.

ΔE to the lowest compared entry with this formula, charge and spin = 64.5 kcal/mol
E = -522.21419 Ha
Total charge = 0
Spin multiplicity = 1

Each line ends with the Löwdin charge.
Cartesian coordinates (Å):
C  0.423  -0.086  0.002  -0.25
N  1.608  2.250  0.027  -0.09
N  1.527  0.791  -0.055  -0.74
O  0.526  2.779  0.023  -0.04
I  3.214  -0.182  -0.008  0.92
H  0.288  -0.487  0.923  0.03
H  -0.604  0.457  -0.158  0.13
H  0.472  -0.845  -0.686  0.03

A structure of composition CH3IN4 in a non-equilibrium geometry, computed with the ωB97M-V functional and the def2-TZVPD basis.

ΔE to the lowest compared entry with this formula, charge and spin = 87.5 kcal/mol
E = -556.43883 Ha
Total charge = 0
Spin multiplicity = 1

Each line ends with the Löwdin charge.
Cartesian coordinates (Å):
C  -1.131  0.142  0.194  -0.24
N  -0.203  -0.269  1.402  0.02
N  0.949  -0.313  1.091  -0.23
N  -0.241  0.385  -0.937  0.07
N  1.341  -0.184  -0.053  -0.56
I  3.237  0.281  -0.710  0.76
H  -1.972  -0.606  0.054  0.12
H  -1.700  0.958  0.449  0.05
H  -0.282  -0.393  -1.489  0.00

A cluster of 2 separate species, CH3IN4 in total in a non-equilibrium geometry, computed with the ωB97M-V functional and the def2-TZVPD basis.

ΔE to the lowest compared entry with this formula, charge and spin = 45.1 kcal/mol
E = -556.50645 Ha
Total charge = 0
Spin multiplicity = 1
SMILES = C1N=NN=N1.I

Each line ends with the Löwdin charge.
Cartesian coordinates (Å):
C  0.657  1.106  0.783  -0.22
N  1.030  1.366  2.160  0.02
N  1.991  0.631  2.475  -0.01
N  2.305  -0.189  1.389  -0.04
N  1.599  0.032  0.390  0.03
H  -0.283  0.885  0.557  0.05
H  0.836  2.018  0.069  0.17
I  -1.806  -1.923  -2.192  0.39
H  -1.040  -3.168  -1.662  -0.39

A cluster of 2 separate species, CH3INOP in total in a non-equilibrium geometry, computed with the ωB97M-V functional and the def2-TZVPD basis.

ΔE to the lowest compared entry with this formula, charge and spin = 16.2 kcal/mol
E = -808.92027 Ha
Total charge = 0
Spin multiplicity = 1
SMILES = O=C=NP.I

Each line ends with the Löwdin charge.
Cartesian coordinates (Å):
O  -1.533  2.082  -0.173  0.13
C  -0.694  1.311  -0.035  -0.53
N  0.403  0.784  0.004  -0.26
P  1.335  -0.469  0.515  0.70
H  2.473  0.103  1.067  -0.14
H  1.985  -0.834  -0.805  -0.07
I  -2.643  -1.277  0.111  0.52
H  -1.325  -1.699  -0.684  -0.34

A cluster of 2 separate species, CH3INP in total in a non-equilibrium geometry, computed with the ωB97M-V functional and the def2-TZVPD basis.

ΔE to the lowest compared entry with this formula, charge and spin = 96.0 kcal/mol
E = -733.51564 Ha
Total charge = 0
Spin multiplicity = 1

Each line ends with the Löwdin charge.
Cartesian coordinates (Å):
C  -0.705  0.102  0.099  -0.68
N  0.521  0.432  -0.116  -0.51
P  1.819  -0.063  -0.862  0.84
I  -1.583  -1.842  -0.972  0.33
H  -1.227  -0.249  2.058  0.17
H  -1.426  0.868  -0.133  0.01
H  2.601  0.752  -0.074  -0.16

The molecule CH3IO2S2 in a non-equilibrium geometry, computed with the ωB97M-V functional and the def2-TZVPD basis.

ΔE to the lowest compared entry with this formula, charge and spin = 56.5 kcal/mol
E = -1284.35243 Ha
Total charge = 0
Spin multiplicity = 1
SMILES = CO[S@](=O)(=S)I

Each line ends with the Löwdin charge.
Cartesian coordinates (Å):
C  -0.142  -0.362  1.360  -0.19
O  0.888  -0.154  0.431  -0.41
S  0.197  0.154  -1.356  -0.05
O  -1.146  -0.415  -1.414  -0.49
S  1.433  -0.358  -2.691  0.32
I  -0.095  2.558  -1.037  0.60
H  -0.103  -1.416  1.540  0.08
H  -1.014  -0.275  0.878  0.01
H  -0.017  0.269  2.289  0.12

A structure of composition CH3IO3S in a non-equilibrium geometry, computed with the ωB97M-V functional and the def2-TZVPD basis.

ΔE to the lowest compared entry with this formula, charge and spin = 78.5 kcal/mol
E = -961.33747 Ha
Total charge = 0
Spin multiplicity = 1

Each line ends with the Löwdin charge.
Cartesian coordinates (Å):
C  -0.550  -0.525  0.265  -0.23
O  0.457  -2.924  0.439  -0.46
O  2.018  -0.986  0.647  -0.93
O  3.096  1.665  0.339  -0.92
S  0.717  -1.714  -0.282  0.81
I  3.458  0.011  -0.196  1.57
H  -1.094  -0.032  -0.580  0.07
H  -1.293  -1.090  0.811  0.05
H  -0.081  0.245  0.870  0.05

A structure of composition CH3IO3S in a non-equilibrium geometry, computed with the ωB97M-V functional and the def2-TZVPD basis.

ΔE to the lowest compared entry with this formula, charge and spin = 58.5 kcal/mol
E = -961.36947 Ha
Total charge = 0
Spin multiplicity = 1

Each line ends with the Löwdin charge.
Cartesian coordinates (Å):
C  1.048  0.281  -0.627  -0.15
O  0.301  -0.770  1.646  -0.28
O  -0.735  -1.584  -0.373  -0.29
O  -1.598  1.077  0.399  -0.98
S  -0.131  -0.560  0.354  0.56
I  -2.836  0.099  1.482  0.90
H  0.807  1.308  -0.947  0.08
H  2.018  0.274  -0.236  0.05
H  1.126  -0.126  -1.698  0.11

The molecule CH3IO3S in a non-equilibrium geometry, computed with the ωB97M-V functional and the def2-TZVPD basis.

ΔE to the lowest compared entry with this formula, charge and spin = 2.4 kcal/mol
E = -961.45882 Ha
Total charge = 0
Spin multiplicity = 1

Each line ends with the Löwdin charge.
Cartesian coordinates (Å):
C  0.754  -0.427  0.126  -0.44
O  -2.049  1.969  -0.434  -0.51
O  1.942  0.146  0.510  0.00
O  -0.026  0.443  -0.648  -0.38
S  -1.451  0.879  0.255  0.55
I  -2.982  -0.985  -0.279  0.43
H  0.860  -1.429  -0.494  0.17
H  0.280  -0.593  1.052  0.07
H  2.673  -0.002  -0.089  0.10

A cluster of 2 separate species, CH3IO4S in total in a non-equilibrium geometry, computed with the ωB97M-V functional and the def2-TZVPD basis.

ΔE to the lowest compared entry with this formula, charge and spin = 75.5 kcal/mol
E = -1036.54719 Ha
Total charge = 0
Spin multiplicity = 1

Each line ends with the Löwdin charge.
Cartesian coordinates (Å):
C  1.439  0.621  0.095  -0.07
O  -1.357  -1.340  1.715  -0.42
O  -2.658  -1.996  -0.282  -0.41
O  0.718  0.276  -1.076  -0.26
O  1.417  0.134  -2.172  0.00
S  -1.731  -1.101  0.347  0.40
I  -2.646  1.255  0.162  0.49
H  2.500  0.377  0.009  0.10
H  0.979  0.078  0.924  0.07
H  1.339  1.696  0.277  0.10

A cluster of 2 separate species, CH3IOS in total in a non-equilibrium geometry, computed with the ωB97M-V functional and the def2-TZVPD basis.

ΔE to the lowest compared entry with this formula, charge and spin = 33.5 kcal/mol
E = -810.93356 Ha
Total charge = 0
Spin multiplicity = 1

Each line ends with the Löwdin charge.
Cartesian coordinates (Å):
C  -0.717  -0.376  -0.060  -0.37
O  0.044  2.064  0.738  -0.46
S  0.261  1.059  -0.262  0.83
I  3.117  -0.821  -0.037  -0.17
H  0.022  -1.191  -0.136  -0.01
H  -1.301  -0.414  -1.072  0.09
H  -1.427  -0.321  0.828  0.09